{"formula": "C3H2N2O2", "method": "ωB97M-V with the def2-TZVPD basis set", "orbital_gap_ev": 9.5, "smiles": "[H]/N=C1/N=COC1=O", "relative_energy_kcal_mol": 31.46, "elements": ["H", "N", "C", "N", "C", "O", "C", "O", "H"], "positions_angstrom": [[-2.39834, -0.49175, 0.22737], [-1.67411, -1.07814, -0.01463], [-0.50214, -0.52134, -0.04059], [0.70861, -1.22031, -0.02444], [1.55248, -0.24592, -0.07732], [1.13489, 1.10858, 0.05835], [-0.21546, 0.90980, -0.03644], [-1.15493, 1.70379, -0.06692], [2.54900, -0.16470, -0.02537]], "atomic_forces_ev_per_a": [[-1.9077, 2.2618, -0.0429], [4.7896, -1.3752, 0.0137], [-3.1255, -2.4545, 0.3489], [1.7216, 1.6110, -1.1343], [-2.7970, -0.0748, 1.2413], [-1.6218, -1.2973, -0.9186], [-3.9821, 3.0017, 0.5440], [3.1738, -0.7038, 0.0526], [3.7493, -0.9689, -0.1049]], "mulliken_charge": [0.2762, -0.5958, 0.4790, -0.4501, 0.0450, -0.3444, 0.6618, -0.5387, 0.4669]}